Record 1
A cluster of 2 separate species, C2H4INS in total at a distorted geometry. Source: the Open Molecules 2025 dataset; level of theory: ωB97M-V with the def2-TZVPD basis set.

XYZ file:
```
9
Properties=species:S:1:pos:R:3:mulliken_charge:R:1
C -0.57283 -1.16190 0.67794 -0.763
N 0.25867 -0.00935 0.48701 -0.116
C 0.64786 0.95291 1.05973 0.298
S 1.29711 2.22656 1.76519 -0.339
H 0.11599 -1.81991 1.03086 0.373
H -1.26019 -1.10820 1.47013 0.340
H -0.90199 -1.51086 -0.36444 0.216
I 0.96490 1.08257 -3.04111 -0.099
H -0.54953 1.34819 -3.08530 0.088
```

Gap between HOMO and LUMO in Ha: 0.3534
Energy relative to the best compared isomer or geometry (same formula, charge and spin) in kJ/mol: 55.6
LUMO level in Eh: 0.020
E in eV: -22563.72750
Highest occupied orbital energy in eV: -9.08
2S+1: 1
Total charge: 0
Structure (SMILES): CN=C=S.I
Max |F| in eV/Å: 3.380


Record 2
An isolated molecule of C2H4IOP3 at a distorted geometry. Source: the Open Molecules 2025 dataset; level of theory: ωB97M-V with the def2-TZVPD basis set.

XYZ file:
```
11
Properties=species:S:1:pos:R:3:mulliken_spin:R:1
C 0.43479 0.68587 -0.51410 1.262
C 1.28071 1.16305 0.53191 -0.048
O -1.51059 -0.11477 -1.93709 0.001
P -2.78124 -1.50869 0.51243 0.509
P -0.79744 -2.22092 0.08093 0.152
P -1.11041 -0.12092 -0.40528 -0.108
I 0.66194 -2.16085 2.07006 0.051
H 0.75901 1.26531 1.42819 0.037
H 1.45602 2.27347 0.19758 0.091
H 2.24897 0.62525 0.48771 0.053
H -0.64175 0.11319 -2.45234 0.000
```

Gap between HOMO and LUMO (spin up / spin down) in Ha: 0.2506 / 0.2030
Energy relative to the best compared isomer or geometry (same formula, charge and spin) in kJ/mol: 196.5
LUMO level (spin up / spin down) in Eh: -0.035 / -0.090
E in eV: -40148.84994
Highest occupied orbital energy (spin up / spin down) in eV: -7.76 / -7.98
2S+1: 3
Total charge: 0
Max |F| in eV/Å: 4.099


Record 3
A structure of composition C2H4IPS at a distorted geometry. Source: the Open Molecules 2025 dataset; level of theory: ωB97M-V with the def2-TZVPD basis set.

XYZ file:
```
9
Properties=species:S:1:pos:R:3:mulliken_charge:R:1
C 0.46607 0.69648 0.22337 -0.354
C -0.52728 0.03294 1.03344 -0.612
P 0.36995 -1.08682 -0.24803 0.158
S -0.87446 -1.05184 -2.01809 -0.317
I 2.22300 1.13692 1.37092 0.007
H 0.29776 1.71210 -0.36398 0.413
H -0.32815 -0.28229 2.01228 0.344
H -1.65353 0.40127 0.93887 0.202
H 0.02664 -1.55877 -2.94879 0.158
```

Gap between HOMO and LUMO in Ha: 0.3417
Energy relative to the best compared isomer or geometry (same formula, charge and spin) in kJ/mol: 91.3
LUMO level in Eh: 0.011
E in eV: -30362.23687
Highest occupied orbital energy in eV: -9.00
2S+1: 1
Total charge: 0
Max |F| in eV/Å: 4.397


Record 4
A structure of composition C2H4IrO2 at a distorted geometry. Source: the Open Molecules 2025 dataset; level of theory: ωB97M-V with the def2-TZVPD basis set.

XYZ file:
```
9
Properties=species:S:1:pos:R:3:mulliken_spin:R:1
O 0.21492 1.38716 0.17450 0.211
H -0.06758 2.28902 0.36070 -0.016
O 0.87316 -1.03528 -0.16572 0.197
Ir 2.08496 0.59484 -0.11335 4.185
H 1.08161 -1.96519 -0.30266 -0.010
C -0.48426 -0.77371 -0.13307 0.194
C -0.82813 0.51340 -0.01776 0.230
H -1.15923 -1.55462 -0.47377 0.004
H -1.71546 0.54438 0.67113 0.005
```

Gap between HOMO and LUMO (spin up / spin down) in Ha: 0.3033 / 0.2370
Energy relative to the best compared isomer or geometry (same formula, charge and spin) in kJ/mol: 0.0
LUMO level (spin up / spin down) in Eh: -0.363 / -0.520
E in eV: -9044.19510
Highest occupied orbital energy (spin up / spin down) in eV: -18.13 / -20.61
2S+1: 6
Total charge: +2
Max |F| in eV/Å: 5.474


Record 5
A structure of composition C2H4LiMgO2 at a distorted geometry. Source: the Open Molecules 2025 dataset; level of theory: ωB97M-V with the def2-TZVPD basis set.

XYZ file:
```
10
Properties=species:S:1:pos:R:3:mulliken_charge:R:1
O 1.19390 0.49744 -0.58240 -0.964
C -1.41790 0.72624 -0.72528 -0.276
C -1.79546 -0.49442 -1.47686 -0.166
O -1.23547 -0.84092 -0.21309 -0.469
Li 2.59055 1.45890 -0.90741 0.864
Mg 0.68225 -1.16912 0.04570 0.928
H -1.10621 1.39770 0.08108 0.307
H -2.18561 1.47176 -0.97018 0.263
H -1.30573 -0.67756 -2.43886 0.235
H -2.86592 -0.71970 -1.51729 0.279
```

Gap between HOMO and LUMO (spin up / spin down) in Ha: 0.2598 / 0.2598
Energy relative to the best compared isomer or geometry (same formula, charge and spin) in kJ/mol: 598.8
LUMO level (spin up / spin down) in Eh: -0.182 / -0.182
E in eV: -11872.65465
Highest occupied orbital energy (spin up / spin down) in eV: -12.03 / -12.03
2S+1: 1
Total charge: +1
Max |F| in eV/Å: 3.318


Record 6
A structure of composition C2H4MnO3 at a distorted geometry. Source: the Open Molecules 2025 dataset; level of theory: ωB97M-V with the def2-TZVPD basis set.

XYZ file:
```
10
Properties=species:S:1:pos:R:3:mulliken_spin:R:1
O -0.80714 1.55269 0.41934 0.018
C -0.12873 0.91354 -0.41128 0.009
Mn 2.65006 0.33728 -0.14145 6.034
O 0.01070 -0.35959 -0.66808 -0.002
O 1.01513 1.54272 -0.44880 -0.072
H 0.43731 2.30444 0.44918 0.000
C -0.66695 -1.39111 0.06393 -0.002
H -0.49732 -1.32160 1.14237 0.010
H -1.73744 -1.23779 -0.09316 0.001
H -0.27563 -2.34059 -0.31204 0.006
```

Gap between HOMO and LUMO (spin up / spin down) in Ha: 0.2854 / 0.4059
Energy relative to the best compared isomer or geometry (same formula, charge and spin) in kJ/mol: 168.2
LUMO level (spin up / spin down) in Eh: -0.174 / -0.196
E in eV: -39590.55944
Highest occupied orbital energy (spin up / spin down) in eV: -12.50 / -16.39
2S+1: 7
Total charge: +1
Max |F| in eV/Å: 4.906


Record 7
An isolated molecule of C2H4N2 at a distorted geometry. Source: the Open Molecules 2025 dataset; level of theory: ωB97M-V with the def2-TZVPD basis set.

XYZ file:
```
8
Properties=species:S:1:pos:R:3:mulliken_charge:R:1
C -1.60340 -0.03246 0.10558 -0.374
N -0.61095 -0.40613 -0.52697 -0.214
N 0.46931 -0.71097 0.06679 -0.281
C 1.44164 0.03132 0.02717 -0.239
H -2.51879 0.24286 -0.20797 0.300
H -1.33342 0.11582 1.03047 0.349
H 1.73946 1.00868 -0.69445 0.179
H 2.41615 -0.24913 0.19939 0.280
```

Gap between HOMO and LUMO in Ha: 0.3897
Energy relative to the best compared isomer or geometry (same formula, charge and spin) in kJ/mol: 370.7
LUMO level in Eh: 0.037
E in eV: -5115.11800
Highest occupied orbital energy in eV: -9.61
2S+1: 1
Total charge: 0
Structure (SMILES): C=NN=C
Max |F| in eV/Å: 6.701


Record 8
An isolated molecule of C2H4N2 at a distorted geometry. Source: the Open Molecules 2025 dataset; level of theory: ωB97M-V with the def2-TZVPD basis set.

XYZ file:
```
8
Properties=species:S:1:pos:R:3:mulliken_charge:R:1
H 2.80208 -0.31892 -0.21268 0.250
N 1.97973 0.25626 -0.03777 -0.489
N 0.95499 -0.39980 0.19472 -0.006
C -0.38449 0.45646 0.23983 -0.191
C -1.46381 -0.25231 0.01789 -0.551
H -0.22861 1.45764 0.40217 0.459
H -2.39489 0.14861 -0.22189 0.311
H -1.26499 -1.34793 -0.38227 0.217
```

Gap between HOMO and LUMO in Ha: 0.3551
Energy relative to the best compared isomer or geometry (same formula, charge and spin) in kJ/mol: 278.6
LUMO level in Eh: 0.023
E in eV: -5116.07239
Highest occupied orbital energy in eV: -9.04
2S+1: 1
Total charge: 0
Structure (SMILES): [H]/N=N/C=C
Max |F| in eV/Å: 4.567


Record 9
An isolated molecule of C2H4N2 at a distorted geometry. Source: the Open Molecules 2025 dataset; level of theory: ωB97M-V with the def2-TZVPD basis set.

XYZ file:
```
8
Properties=species:S:1:pos:R:3:mulliken_charge:R:1
C 0.54657 -0.45759 -0.01015 -0.283
C -0.61275 0.36339 -0.66888 0.058
N -1.53918 0.04978 0.41280 -0.373
N -0.75743 -0.99534 -0.32402 -0.267
H 1.47550 -0.85535 -0.46484 0.222
H 0.87896 -0.17882 0.99232 0.161
H -0.99794 0.54670 -1.59911 0.233
H -1.10196 0.36235 1.36866 0.249
```

Gap between HOMO and LUMO in Ha: 0.4240
Energy relative to the best compared isomer or geometry (same formula, charge and spin) in kJ/mol: 405.6
LUMO level in Eh: 0.040
E in eV: -5114.75588
Highest occupied orbital energy in eV: -10.45
2S+1: 1
Total charge: 0
Structure (SMILES): C1[C@@H]2NN12
Max |F| in eV/Å: 3.382


Record 10
An isolated molecule of C2H4N2 at a distorted geometry. Source: the Open Molecules 2025 dataset; level of theory: ωB97M-V with the def2-TZVPD basis set.

XYZ file:
```
8
Properties=species:S:1:pos:R:3:mulliken_charge:R:1
H 2.35486 0.61220 1.49120 0.252
N 1.67952 0.61676 0.73645 -0.565
C 0.69314 -0.12114 0.88654 0.129
N -0.43251 -0.05095 -0.23786 -0.295
C -1.30200 -0.07857 -1.23674 -0.307
H 0.32748 -0.81708 1.62865 0.301
H -1.19007 -0.78124 -2.05609 0.245
H -2.13042 0.62003 -1.21214 0.240
```

Gap between HOMO and LUMO in Ha: 0.3468
Energy relative to the best compared isomer or geometry (same formula, charge and spin) in kJ/mol: 295.8
LUMO level in Eh: 0.036
E in eV: -5115.89453
Highest occupied orbital energy in eV: -8.45
2S+1: 1
Total charge: 0
Structure (SMILES): [H]/N=C/N=C
Max |F| in eV/Å: 5.651